1.
The following is a DFT calculation (ωB97M-V/def2-TZVPD) of 2 unconnected molecules or ions with the total composition C24H24F3Si at a distorted geometry.

The electronic energy is -41299.7410 eV. Its HOMO-LUMO gap is 4.50 eV. As for the HOMO energy: -0.404 hartree. Its charge is +1.

Structure (XYZ):
```
52
Properties=species:S:1:pos:R:3:mulliken_charge:R:1
Si -2.08 2.14 -1.25 0.19
F 5.79 2.96 -5.59 -0.29
F 2.73 -2.60 -4.97 -0.29
F 1.01 -2.94 -0.56 -0.30
C 4.52 2.05 -3.80 -0.65
C -3.41 3.24 -0.52 -1.01
C -1.13 1.84 3.26 -1.11
C 5.42 4.17 -2.19 -0.58
C 1.14 2.67 3.04 -0.83
C 0.63 2.78 -1.25 -1.49
C 0.96 2.78 1.66 -0.58
C 1.83 -2.81 -2.79 -0.64
C 3.08 -0.80 -3.46 -0.85
C 3.25 1.13 -1.80 -0.17
C -0.26 2.41 1.04 0.66
C -0.40 2.51 -0.42 1.37
C -2.39 0.32 -0.96 -0.92
C -1.31 1.96 1.88 -0.01
C 1.67 -2.22 -1.53 0.34
C 2.54 -2.05 -3.72 0.26
C 2.15 -0.97 -1.21 -0.76
C 4.62 3.17 -1.64 -0.57
C 0.10 2.19 3.85 -0.42
C 5.80 4.13 -3.54 -0.52
C -1.94 2.49 -3.08 -1.05
C 2.85 -0.17 -2.18 1.17
C 5.35 3.05 -4.29 0.16
C 4.12 2.08 -2.43 1.12
H -2.28 1.70 1.46 0.24
H -1.14 1.91 -3.55 0.29
H -2.89 2.23 -3.59 0.32
H -1.95 1.48 3.89 0.39
H 1.46 -3.81 -3.01 0.51
H 0.24 2.10 4.93 0.38
H -1.56 -0.28 -1.38 0.19
H -2.46 0.07 0.11 0.37
H 2.01 -0.57 -0.20 0.47
H 5.76 4.99 -1.56 0.39
H -3.19 4.30 -0.74 0.31
H -4.38 3.00 -0.98 0.37
H 4.19 1.27 -4.48 0.49
H 0.52 2.77 -2.33 0.13
H -3.51 3.14 0.57 0.36
H 3.67 -0.32 -4.23 0.41
H 1.77 3.17 1.05 0.46
H 6.45 4.89 -3.96 0.48
H 1.60 3.12 -0.87 0.31
H 4.37 3.20 -0.58 0.41
H -1.74 3.56 -3.27 0.32
H -3.32 0.00 -1.44 0.39
H 2.09 2.96 3.48 0.39
H 2.90 1.42 -0.81 0.39
```

***

2.
The following is a DFT calculation (ωB97M-V/def2-TZVPD) of a single C24H24FN5O molecule at a distorted geometry.

The electronic energy is -37492.3094 eV. For the energy above the lowest of the compared OMol25 structures with the same formula, charge and spin, the calculation gives 20.68 kJ/mol. Its HOMO-LUMO gap is 8.11 eV. As for the HOMO energy: -0.275 hartree.

Structure (XYZ):
```
55
Properties=species:S:1:pos:R:3:mulliken_charge:R:1
F 6.26 4.15 0.51 -0.32
O 0.36 -3.02 0.23 -0.29
N 3.46 0.30 0.14 0.96
N -3.16 1.42 0.82 0.10
N -0.91 -0.33 0.38 0.17
N 3.28 -0.94 -0.33 -1.31
N -4.07 2.71 -0.83 -0.32
C -1.15 -4.92 0.13 -1.24
C -4.24 1.73 0.06 1.04
C 1.56 -2.62 -0.26 0.57
C 4.65 0.98 -0.11 1.25
C -5.51 1.13 0.23 -0.57
C -5.09 3.12 -1.56 -0.42
C 1.16 -4.66 -1.04 -0.77
C 0.12 -4.25 -0.25 0.52
C 6.83 0.98 -1.12 -0.52
C 5.64 0.34 -0.85 -0.79
C -6.56 1.57 -0.54 -0.54
C -1.86 1.97 0.48 -0.91
C -1.04 0.94 -0.31 -0.83
C 2.09 -3.61 -1.05 -0.71
C -2.21 -0.83 0.77 -0.76
C -6.36 2.59 -1.46 -0.51
C 7.06 2.27 -0.67 -0.71
C 0.09 -0.32 1.44 -1.22
C 2.37 0.72 0.85 -0.26
C 6.06 2.89 0.06 0.19
C -3.02 0.19 1.58 -0.97
C 2.08 -1.33 0.07 0.19
C 4.86 2.28 0.35 -0.56
C 1.46 -0.30 0.84 -0.05
H 4.12 2.82 0.92 0.39
H 2.32 1.68 1.31 0.47
H 1.24 -5.60 -1.55 0.46
H -0.03 -1.25 2.01 0.51
H -1.21 -5.90 -0.33 0.35
H -7.17 2.95 -2.08 0.38
H -2.50 0.43 2.51 0.32
H -7.54 1.12 -0.42 0.40
H -1.21 -5.03 1.21 0.27
H -5.67 0.35 0.95 0.22
H -4.00 -0.22 1.84 0.40
H -1.55 0.74 -1.26 0.46
H -2.00 -4.32 -0.19 0.26
H -2.08 -1.75 1.34 0.45
H -2.75 -1.06 -0.15 0.31
H -1.35 2.24 1.41 0.32
H 3.03 -3.57 -1.56 0.60
H 7.60 0.47 -1.69 0.37
H -4.87 3.92 -2.25 0.38
H -2.02 2.87 -0.12 0.49
H -0.01 0.53 2.13 0.52
H -0.04 1.33 -0.52 0.41
H 7.99 2.79 -0.87 0.44
H 5.45 -0.67 -1.19 0.42
```

***

3.
The following is a DFT calculation (ωB97M-V/def2-TZVPD) of a single C24H24FNO6 molecule.

The electronic energy is -41769.3298 eV. For the energy above the lowest of the compared OMol25 structures with the same formula, charge and spin, the calculation gives 21.98 kJ/mol. Its HOMO-LUMO gap is 8.30 eV. As for the HOMO energy: -0.291 hartree.

Structure (XYZ):
```
56
Properties=species:S:1:pos:R:3:mulliken_charge:R:1
F -4.32 0.39 2.17 -0.36
O -3.01 -2.56 1.22 -0.63
O -1.07 3.54 -0.12 -0.67
O -1.48 -3.64 -0.03 -0.29
O 4.38 -1.79 1.06 -0.46
O 5.92 0.66 0.89 -0.45
O -2.62 2.57 1.19 -0.17
N 0.12 -0.20 -1.47 0.39
C -5.14 0.08 -1.83 -0.99
C -3.52 0.10 -0.04 0.13
C -2.04 -4.86 0.43 -0.71
C -6.17 0.25 -0.92 -0.38
C -1.62 2.54 0.29 -0.05
C -0.29 1.01 -1.00 -0.21
C 6.60 1.88 0.80 -0.96
C -0.46 -1.32 -0.95 -0.51
C 4.81 0.46 0.10 1.37
C -3.83 0.00 -1.39 0.10
C -4.57 0.28 0.85 0.81
C 3.25 1.17 -1.61 -1.17
C -3.02 3.84 1.65 -0.78
C -5.89 0.35 0.43 -0.81
C 4.36 1.40 -0.82 -0.34
C -1.29 1.17 -0.12 -0.61
C 2.99 -0.96 -0.58 -0.68
C 1.30 -0.28 -2.30 -1.72
C 2.55 -0.02 -1.50 0.76
C 4.10 -0.75 0.23 0.28
C 5.39 -1.71 2.04 -0.77
C -2.08 0.01 0.43 1.44
C -1.47 -1.29 -0.06 -0.96
C -2.07 -2.52 0.45 0.17
H 7.03 2.03 -0.20 0.36
H -3.09 -4.93 0.15 0.30
H -3.76 3.67 2.43 0.25
H -0.06 -2.27 -1.29 0.68
H -3.03 -0.14 -2.10 0.31
H 5.23 -0.88 2.73 0.29
H -6.67 0.49 1.16 0.47
H 4.88 2.33 -0.93 0.40
H 6.38 -1.61 1.59 0.26
H -1.96 -4.92 1.52 0.30
H -5.36 0.00 -2.88 0.42
H 7.41 1.81 1.52 0.26
H 2.47 -1.90 -0.45 0.42
H -2.16 4.39 2.04 0.30
H -3.46 4.42 0.83 0.33
H 5.96 2.73 1.06 0.37
H 5.33 -2.65 2.58 0.28
H 2.93 1.93 -2.31 0.35
H 1.34 -1.28 -2.75 0.48
H 0.24 1.88 -1.37 0.55
H -1.46 -5.65 -0.04 0.22
H 1.22 0.45 -3.11 0.50
H -7.19 0.31 -1.26 0.40
H -2.08 0.03 1.52 0.73
```

***

4.
The following is a DFT calculation (ωB97M-V/def2-TZVPD) of a molecular structure, C24H24MnN6O4S2.

The electronic energy is -95396.4211 eV. For the energy above the lowest of the compared OMol25 structures with the same formula, charge and spin, the calculation gives 139.22 kJ/mol. As for the spin multiplicity: 2. Its HOMO-LUMO gap (alpha / beta) is 6.54 / 6.53 eV. As for the HOMO energy (alpha / beta): -0.269 / -0.268 hartree.

Structure (XYZ):
```
61
Properties=species:S:1:pos:R:3:mulliken_spin:R:1
Mn -0.85 -0.66 0.52 1.07
S 4.32 -0.59 1.03 0.00
S 4.66 -0.58 -1.93 0.00
O 2.28 1.25 -4.26 0.00
O 0.11 2.16 1.17 0.00
O -0.26 -0.35 -1.32 0.00
O 0.41 -2.99 1.68 -0.03
N 0.14 0.79 1.43 0.00
N 0.43 -1.71 1.64 -0.04
N 2.33 -0.12 -0.63 0.00
N -2.45 0.63 0.02 -0.01
N 1.93 0.10 -1.95 0.01
N -2.31 -1.15 1.93 0.00
C -3.49 0.64 0.87 -0.01
C 0.65 -0.02 -2.16 0.00
C -2.21 -2.14 2.81 -0.02
C -3.42 -0.39 1.94 0.00
C 1.89 1.41 3.01 0.00
C -1.63 0.23 -5.16 0.00
C 1.84 -1.62 3.67 0.00
C -3.46 2.40 -1.21 0.00
C 1.10 -1.01 2.53 0.03
C 0.48 1.23 -5.75 0.00
C 3.57 -0.38 -0.55 0.00
C -4.53 2.42 -0.33 0.00
C 6.16 -0.71 -0.92 0.00
C -1.12 -0.06 -3.91 0.00
C -4.44 -0.58 2.86 0.01
C -4.55 1.53 0.72 0.00
C -2.44 1.49 -1.00 0.00
C 1.00 0.91 -4.50 0.00
C 0.18 0.28 -3.55 0.00
C 1.01 0.43 2.31 0.00
C 5.80 -1.40 0.38 0.00
C -3.19 -2.40 3.75 0.01
C -4.32 -1.61 3.79 -0.01
C -0.82 0.89 -6.08 0.00
H 2.62 0.90 3.63 0.00
H -5.37 1.52 1.42 0.00
H 1.63 -2.69 3.67 0.00
H -5.34 3.13 -0.46 0.00
H -0.32 2.20 0.31 0.00
H -1.73 -0.57 -3.17 0.00
H 2.92 -1.49 3.58 0.00
H 1.12 1.73 -6.46 0.00
H 2.50 0.89 -3.36 0.00
H -1.21 1.14 -7.06 0.00
H 5.59 -2.46 0.22 0.00
H 1.53 -1.19 4.62 0.00
H 1.30 2.08 3.63 0.00
H -1.60 1.41 -1.67 0.00
H -1.31 -2.75 2.74 0.00
H 2.41 2.02 2.27 0.00
H -5.11 -1.78 4.51 0.00
H -5.32 0.04 2.85 0.00
H 6.89 -1.29 -1.49 0.00
H -3.40 3.07 -2.06 0.00
H -3.06 -3.23 4.44 0.00
H 6.58 -1.29 1.13 0.00
H -2.64 -0.05 -5.42 0.00
H 6.56 0.29 -0.73 0.00
```

***

5.
The following is a DFT calculation (ωB97M-V/def2-TZVPD) of a molecular structure, C24H24MoN4S3Si2 at a distorted geometry.

The electronic energy is -81336.9445 eV. For the energy above the lowest of the compared OMol25 structures with the same formula, charge and spin, the calculation gives 103.63 kJ/mol. Its HOMO-LUMO gap (alpha / beta) is 5.11 / 4.97 eV. As for the HOMO energy (alpha / beta): -0.522 / -0.522 hartree. Its charge is +2.

Structure (XYZ):
```
58
Properties=species:S:1:pos:R:3:mulliken_charge:R:1
Mo -0.23 0.93 0.36 -0.10
S 2.12 1.08 -0.04 -0.15
S 0.11 1.74 2.50 -0.21
S 1.26 -5.14 -1.63 -0.13
Si -0.07 3.37 -0.48 0.94
Si -2.60 1.11 -0.60 0.59
N 3.85 -6.94 1.61 -0.50
N 0.03 -1.01 -0.22 0.02
N 4.94 -0.02 1.95 -0.29
N 2.64 1.38 5.08 -0.27
C 0.31 -2.66 -1.93 -1.09
C 0.53 -1.90 0.66 -1.05
C 4.37 -6.59 0.46 -0.42
C 0.83 -3.59 -1.01 1.12
C -2.20 5.26 -0.44 -0.78
C -1.90 3.91 -0.45 0.74
C -3.28 0.16 -2.11 -1.21
C -2.94 2.98 -0.63 0.45
C 0.97 -3.15 0.32 -0.50
C -3.05 0.27 1.09 -1.14
C 1.79 1.30 2.68 0.75
C 1.69 -6.30 0.89 -0.26
C 0.53 3.17 -2.27 -1.13
C 3.91 0.47 1.84 -0.41
C 2.28 1.33 4.00 -0.32
C 2.60 0.95 1.63 0.94
C 3.60 -6.05 -0.56 -0.25
C 2.56 -6.83 1.84 -0.32
C -3.49 5.71 -0.66 -0.69
C -4.25 3.44 -0.82 -0.71
C -4.52 4.80 -0.86 -0.76
C 2.24 -5.88 -0.31 0.40
C 1.04 4.48 0.62 -1.14
C -0.04 -1.40 -1.51 -0.52
H 0.59 -1.56 1.70 0.65
H -2.76 0.42 -3.03 0.39
H 5.43 -6.74 0.34 0.38
H 1.40 -3.79 1.08 0.49
H -2.46 0.60 1.96 0.40
H -0.39 -0.64 -2.21 0.56
H -3.69 6.77 -0.69 0.45
H -3.01 -0.82 1.03 0.38
H -5.52 5.14 -1.03 0.42
H 2.01 4.02 0.81 0.37
H 2.21 -7.16 2.81 0.38
H -3.23 -0.92 -1.98 0.41
H 0.33 4.08 -2.83 0.42
H 0.63 -6.24 1.09 0.52
H 0.58 4.69 1.59 0.36
H 4.04 -5.77 -1.50 0.43
H -4.32 0.42 -2.26 0.45
H 0.04 2.36 -2.80 0.34
H -4.07 0.55 1.32 0.48
H 1.23 5.43 0.14 0.44
H 1.60 3.00 -2.32 0.40
H 0.20 -2.94 -2.97 0.48
H -5.05 2.74 -0.95 0.42
H -1.41 5.99 -0.28 0.42
```

***

6.
The following is a DFT calculation (ωB97M-V/def2-TZVPD) of a single C24H24N2O4S molecule at a distorted geometry.

The electronic energy is -47282.7652 eV. For the energy above the lowest of the compared OMol25 structures with the same formula, charge and spin, the calculation gives 197.95 kJ/mol. Its HOMO-LUMO gap is 8.73 eV. As for the HOMO energy: -0.309 hartree.

Structure (XYZ):
```
55
Properties=species:S:1:pos:R:3:mulliken_charge:R:1
S 2.87 -0.51 -0.29 1.62
O 3.91 -0.46 0.69 -0.70
O 3.20 -0.10 -1.63 -0.75
O 2.74 -2.39 2.26 -0.28
O -2.13 3.00 2.59 -0.66
N 2.19 -2.06 -0.33 0.47
N -3.04 2.69 0.55 0.20
C 1.35 -2.23 -1.49 -1.12
C -3.60 2.12 -3.03 -0.74
C 3.39 -3.22 1.40 0.14
C 3.62 -3.97 -0.88 -0.09
C -0.31 0.77 1.83 -1.02
C -4.95 4.04 -0.28 -0.70
C -2.05 2.52 1.47 0.01
C 4.51 -4.96 -0.47 -0.83
C -4.08 4.12 -1.54 -1.02
C 4.86 -5.05 0.86 -0.72
C 0.98 1.48 -0.53 -0.56
C -3.57 2.74 -1.79 0.80
C 0.82 0.08 1.43 -0.30
C -0.16 2.16 -0.14 -0.14
C -2.76 0.10 -2.07 -0.65
C -3.18 0.81 -3.18 -0.85
C 3.06 -3.10 0.04 0.44
C -2.73 0.69 -0.82 -0.39
C 3.28 -2.22 3.55 -1.04
C 1.45 0.44 0.26 -0.16
C -4.08 3.65 0.91 -0.73
C -3.10 2.03 -0.68 0.18
C -0.82 1.79 1.02 0.21
C 4.31 -4.18 1.79 -0.62
H 2.71 -1.40 4.01 0.28
H 4.93 -5.63 -1.19 0.39
H -0.82 0.52 2.75 0.48
H 5.57 -5.80 1.19 0.39
H -5.43 4.99 -0.07 0.40
H -0.54 2.97 -0.75 0.52
H -4.66 4.48 -2.39 0.41
H 3.16 -3.12 4.16 0.32
H -3.96 2.68 -3.88 0.42
H 4.33 -1.94 3.51 0.41
H -3.26 4.82 -1.36 0.32
H -2.43 0.12 0.04 0.61
H 1.52 1.73 -1.43 0.57
H 1.89 -2.06 -2.42 0.37
H -3.20 0.35 -4.15 0.40
H -5.73 3.29 -0.44 0.39
H -4.69 3.21 1.71 0.28
H 1.23 -0.73 2.01 0.55
H -3.58 4.52 1.33 0.45
H 0.55 -1.49 -1.42 0.27
H -2.46 -0.94 -2.17 0.45
H 4.59 -4.28 2.83 0.39
H 0.92 -3.23 -1.48 0.45
H 3.37 -3.88 -1.92 0.45
```

***

7.
The following is a DFT calculation (ωB97M-V/def2-TZVPD) of a gas-phase ion, C24H24N3O2 (charge +1) at a distorted geometry.

The electronic energy is -33834.2562 eV. For the energy above the lowest of the compared OMol25 structures with the same formula, charge and spin, the calculation gives 148.68 kJ/mol. Its HOMO-LUMO gap is 6.26 eV. As for the HOMO energy: -0.372 hartree. Its charge is +1.

Structure (XYZ):
```
53
Properties=species:S:1:pos:R:3:mulliken_charge:R:1
O 6.02 0.83 2.57 -0.42
O -6.11 0.85 2.70 -0.43
N -1.37 -2.50 5.26 1.00
N -0.60 -2.75 7.22 0.26
N -0.33 -2.23 6.04 -0.75
C 1.21 -1.92 3.56 -0.27
C -1.35 -2.06 3.90 0.44
C -1.81 -3.43 7.22 1.11
C 4.81 -1.20 2.75 -0.68
C 3.64 -1.87 3.02 -0.52
C 2.41 -1.17 3.21 0.59
C 3.58 0.94 2.75 -0.47
C -3.70 0.90 3.15 -0.68
C -2.30 -3.33 5.94 0.45
C -0.02 -1.37 3.62 -0.92
C 2.41 0.23 3.03 -0.63
C -4.93 0.23 2.97 0.82
C -3.61 -4.82 7.89 -0.52
C 6.11 2.27 2.63 -0.80
C -2.41 -4.19 8.23 -0.98
C -4.96 -1.19 3.08 -0.98
C -3.77 -1.88 3.21 -0.26
C 4.81 0.23 2.68 0.75
C -2.59 -1.22 3.56 -0.06
C 0.35 -2.69 8.31 -0.76
C -6.14 2.29 2.63 -0.82
C -2.57 0.18 3.53 -0.69
C -3.46 -4.03 5.57 -0.15
C -4.13 -4.73 6.59 -0.94
H -7.20 2.53 2.53 0.24
H 3.63 -2.95 3.08 0.35
H -0.10 -0.31 3.39 -0.09
H 0.51 -1.65 8.62 0.31
H 5.68 2.68 3.56 0.35
H -5.09 -5.22 6.39 0.39
H 7.19 2.46 2.60 0.24
H -4.13 -5.41 8.65 0.39
H 1.29 -3.14 8.00 0.33
H 1.33 -2.98 3.79 0.35
H -5.73 2.74 3.55 0.36
H 1.48 0.79 3.08 0.31
H 5.75 -1.72 2.62 0.42
H -1.43 -2.97 3.29 0.39
H -0.07 -3.25 9.15 0.27
H 5.62 2.74 1.76 0.33
H -1.66 0.74 3.76 0.37
H -5.92 -1.69 2.97 0.43
H -3.79 -4.02 4.54 0.25
H -3.64 1.98 2.97 0.40
H -5.58 2.67 1.77 0.34
H -3.75 -2.95 3.05 0.94
H -1.90 -4.24 9.20 0.29
H 3.55 2.02 2.62 0.38
```

***

8.
The following is a DFT calculation (ωB97M-V/def2-TZVPD) of a molecular structure, C24H24N3O2SV.

The electronic energy is -70368.5767 eV. For the energy above the lowest of the compared OMol25 structures with the same formula, charge and spin, the calculation gives 0.00 kJ/mol. As for the spin multiplicity: 3. Its HOMO-LUMO gap (alpha / beta) is 7.80 / 7.94 eV. As for the HOMO energy (alpha / beta): -0.285 / -0.289 hartree.

Structure (XYZ):
```
55
Properties=species:S:1:pos:R:3:mulliken_spin:R:1
V -0.17 0.23 0.81 2.05
S -0.32 2.29 -0.14 -0.05
O -4.06 0.39 1.57 0.00
O -2.02 -0.04 0.82 0.01
N 0.04 -1.74 0.04 -0.03
N 1.97 0.43 0.50 -0.08
N 0.53 0.15 2.66 -0.05
C 2.63 0.56 -0.79 0.01
C 5.14 0.87 -0.90 0.00
C -2.04 2.63 -0.47 0.00
C -3.15 1.93 0.02 0.01
C 3.74 2.79 -0.54 0.00
C 1.13 -4.88 -0.81 0.00
C 4.87 3.60 -0.47 0.00
C -3.53 4.19 -1.58 0.00
C 1.02 0.06 4.85 -0.01
C 6.27 1.68 -0.83 0.00
C -2.26 3.76 -1.27 0.00
C -4.63 3.50 -1.09 0.00
C 6.13 3.04 -0.61 0.00
C 3.88 1.42 -0.76 0.00
C -1.29 -4.51 -1.44 0.00
C -0.65 -4.93 0.97 0.00
C -3.11 0.70 0.89 0.00
C 2.23 0.19 4.15 0.03
C 1.90 0.25 2.81 0.01
C 0.00 0.04 3.91 0.02
C -0.06 -2.86 -0.14 0.04
C -0.21 -4.31 -0.36 0.01
C -4.43 2.39 -0.29 0.00
C 2.63 0.41 1.60 0.03
H -0.79 -6.00 0.83 0.00
H 0.10 -4.77 1.75 0.00
H -1.43 -5.58 -1.59 0.00
H -5.27 1.84 0.12 0.00
H 2.87 -0.44 -1.17 0.00
H 0.89 0.00 5.92 0.00
H 7.01 3.67 -0.56 0.00
H -1.60 -4.50 1.31 0.00
H -1.40 4.31 -1.63 0.00
H 1.02 -5.95 -0.97 0.00
H -3.67 5.06 -2.20 0.00
H -0.99 -4.05 -2.38 0.00
H 1.90 -4.72 -0.06 0.00
H 3.71 0.53 1.62 0.00
H 7.26 1.25 -0.95 0.00
H -1.06 -0.03 4.05 0.00
H -2.24 -4.07 -1.12 0.00
H 1.46 -4.43 -1.75 0.00
H -5.64 3.82 -1.33 0.00
H 1.90 1.00 -1.48 0.00
H 4.76 4.66 -0.30 0.00
H 2.75 3.21 -0.42 0.00
H 5.25 -0.19 -1.07 0.00
H 3.22 0.25 4.57 0.00
```